Density functional theory data (ωB97M-V/def2-TZVPD) for the ion C4H6N3 with charge +1 at a distorted geometry.

The calculation puts the HOMO energy (alpha / beta) at -12.9 / -12.4 eV. Its relative energy (zero: lowest compared OMol25 entry of this formula, charge and spin) is 201.8 kcal/mol. Its total charge is +1. The calculation puts the gap between HOMO and LUMO (alpha / beta) at 4.4 / 3.5 eV.

Positions of all 13 atoms, in Å:
C (1.175101, 0.509277, 2.426896)
C (0.170360, -0.085390, 1.819888)
C (-0.921374, 0.229077, -0.273071)
C (-0.100762, -0.331382, -1.440282)
N (2.070089, 0.961797, 3.064052)
N (-0.742865, -0.358112, 0.994602)
N (1.106023, 0.260915, -1.471256)
H (-0.544772, 1.352477, -0.049256)
H (-2.052461, 0.258851, -0.494858)
H (0.010495, -1.468102, -1.371086)
H (-0.729600, -0.157374, -2.430947)
H (-1.404415, -1.105999, 1.288908)
H (1.964180, -0.066033, -2.063589)

Cartesian forces (eV/Å) of the 6 atoms listed first:
1.932 0.956 1.063
-0.578 -0.354 -0.125
-1.832 4.550 -1.165
-1.230 -1.284 -0.600
-1.302 -0.605 -1.025
0.285 -2.265 2.083